(1)
# C21H57N5O13

A cluster of 8 separate species, C21H57N5O13 in total at a distorted geometry (the ωB97M-V functional and the def2-TZVPD basis, OMol25).

Last column: Löwdin spin population.
Atoms and positions in Å:
C -7.737 23.078 -2.726  0.05
C -9.182 22.581 -3.118  0.05
C -9.016 21.216 -3.711  0.00
C -8.824 20.067 -2.819  0.00
C -9.945 20.044 -1.779  0.01
C -10.137 21.331 -0.910  0.05
N -10.090 22.477 -1.911  0.67
O -10.585 23.706 -1.380  0.09
C -11.463 21.259 -0.122  0.01
C -9.004 21.423 0.104  0.04
C -9.841 23.518 -4.143  0.01
H -7.177 22.478 -2.009  0.00
H -7.678 24.127 -2.435  0.00
H -7.145 23.216 -3.631  0.01
H -9.657 21.055 -4.577  0.00
H -8.065 21.172 -4.242  0.00
H -7.873 20.130 -2.289  0.00
H -8.807 19.081 -3.284  0.00
H -9.508 19.257 -1.164  0.00
H -10.865 19.787 -2.304  0.00
H -11.477 20.689 0.807  0.00
H -11.749 22.272 0.163  0.00
H -12.303 20.938 -0.738  0.00
H -8.990 20.630 0.851  0.00
H -8.079 21.360 -0.469  0.00
H -9.073 22.341 0.686  0.00
H -9.305 23.372 -5.081  0.00
H -9.801 24.560 -3.826  0.00
H -10.900 23.277 -4.233  0.00
H -11.474 23.700 -1.742  0.01
C -9.170 26.738 -7.830  0.00
C -8.634 26.008 -9.018  0.00
O -9.432 24.874 -9.342  0.00
O -10.564 26.924 -7.989  0.00
H -8.764 27.748 -7.777  0.00
H -8.964 26.024 -7.032  0.00
H -7.750 25.427 -8.756  0.00
H -8.416 26.547 -9.940  0.00
H -9.083 24.443 -10.126  0.00
H -10.757 26.110 -8.460  0.00
C -5.758 25.674 -10.301  0.00
C -4.728 25.808 -11.482  0.00
O -3.463 25.379 -10.950  0.00
O -5.875 24.381 -10.033  0.00
H -6.667 25.990 -10.812  0.00
H -5.426 26.335 -9.500  0.00
H -4.828 26.802 -11.919  0.00
H -4.975 25.197 -12.350  0.00
H -2.858 25.782 -11.577  0.00
H -4.953 24.154 -9.891  0.00
C -4.192 20.784 -2.260  0.00
C -4.280 21.276 -3.802  0.00
O -3.073 22.066 -4.134  0.00
O -2.954 20.383 -1.813  0.00
H -4.834 19.952 -1.972  0.00
H -4.375 21.723 -1.737  0.00
H -5.236 21.772 -3.965  0.00
H -4.147 20.441 -4.490  0.00
H -2.287 21.746 -3.684  0.00
H -2.796 20.819 -0.973  0.00
C -7.267 15.679 -5.905  0.00
C -8.048 16.866 -5.309  0.00
O -7.223 18.068 -5.359  0.00
O -6.959 15.929 -7.200  0.00
H -7.787 14.738 -5.727  0.00
H -6.461 15.533 -5.186  0.00
H -8.260 16.718 -4.250  0.00
H -8.945 17.065 -5.894  0.00
H -6.436 17.969 -4.818  0.00
H -6.859 16.884 -7.181  0.00
C -13.858 20.126 -6.528  0.00
C -12.306 20.341 -6.245  0.00
O -11.779 20.479 -7.637  0.00
O -14.610 19.936 -5.330  0.00
H -13.959 19.168 -7.038  0.00
H -14.196 21.008 -7.072  0.00
H -11.729 19.532 -5.797  0.00
H -12.088 21.244 -5.674  0.00
H -10.829 20.413 -7.522  0.00
H -15.402 19.477 -5.618  0.00
C -9.151 22.192 -11.336  0.00
O -8.457 23.033 -11.871  0.00
N -8.939 20.981 -11.259  0.00
N -10.305 22.519 -10.767  0.00
H -9.647 20.395 -10.839  0.00
H -8.344 20.521 -11.934  0.00
H -10.970 21.780 -10.591  0.00
H -10.499 23.510 -10.808  0.00
C -7.749 21.505 -7.416  0.00
O -8.669 20.722 -7.551  0.00
N -7.683 22.534 -8.142  0.00
N -6.711 21.240 -6.646  0.00
H -6.889 23.098 -8.408  0.00
H -8.520 22.741 -8.667  0.00
H -7.118 20.538 -6.044  0.00
H -6.302 22.107 -6.328  0.00

## Properties
**Spin multiplicity**: 2
**LUMO (spin up / spin down)**: -2.58 / -6.69 eV
**E_tot**: -2085.73433 Eh
**Charge**: +1
**HOMO (spin up / spin down)**: -11.481 / -11.481 eV
**Kohn-Sham gap (spin up / spin down)**: 8.898 / 4.791 eV
**Expectation value of S²**: 0.755

***

(2)
# C9H22AlBF4I2N5O3P

A structure of composition C9H22AlBF4I2N5O3P at a distorted geometry (the ωB97M-V functional and the def2-TZVPD basis, OMol25).

Last column: Mulliken charge in e.
Atoms and positions in Å:
C 2.511 1.512 2.959  -1.07
C 3.292 1.279 1.659  -0.62
C 2.437 1.496 0.412  -0.49
N 1.859 0.218 -0.071  -0.45
N 0.468 0.337 -0.272  1.26
C -0.386 -0.669 -0.056  -0.60
N -0.105 -1.834 0.470  -0.06
P -1.236 -3.239 0.632  0.32
N -2.295 -2.600 1.816  -0.59
O -0.169 -4.097 1.532  -0.52
N -1.647 -0.359 -0.577  0.25
C -2.624 0.255 0.324  -1.34
C -2.199 1.573 1.007  0.18
C -3.377 2.543 1.070  -1.17
I -2.792 4.442 1.799  0.01
C -1.264 0.306 -1.844  -0.84
I -2.677 1.560 -2.770  0.09
C 0.055 1.042 -1.516  -0.96
B 1.147 0.985 -2.704  0.96
O 1.633 -0.244 -2.953  -0.67
O 1.516 2.115 -3.375  -0.55
H 2.509 2.573 3.215  0.32
H 1.472 1.180 2.869  0.21
H 2.973 0.988 3.798  0.35
H 3.760 0.290 1.641  0.37
H 4.111 2.002 1.617  0.40
H 1.624 2.199 0.629  0.30
H 3.035 1.926 -0.395  0.22
H 2.028 -0.480 0.644  0.23
H 0.861 -2.019 0.718  0.33
H -3.225 -2.956 1.621  0.27
H -2.087 -2.786 2.793  0.21
H -0.237 -3.962 2.488  0.28
H -2.858 -0.481 1.090  0.33
H -3.549 0.404 -0.236  0.72
H -1.363 2.055 0.498  0.03
H -1.896 1.364 2.037  0.39
H -3.816 2.675 0.082  0.40
H -4.159 2.154 1.721  0.48
H -1.035 -0.492 -2.554  0.72
H -0.139 2.093 -1.261  0.58
H 1.722 -0.594 -3.851  0.33
H 0.911 2.861 -3.259  0.33
F 2.083 -3.272 -1.378  -0.41
Al 1.058 -3.551 -2.689  0.66
F 1.040 -5.167 -3.120  -0.39
F 1.527 -2.601 -4.022  -0.43
F -0.495 -3.024 -2.238  -0.39

## Properties
**Spin multiplicity**: 1
**LUMO**: -0.23 eV
**E_tot**: -2459.54174 Eh
**HOMO**: -9.489 eV
**Kohn-Sham gap**: 9.259 eV

***

(3)
# C8H15NO

An isolated molecule of C8H15NO at a distorted geometry (the ωB97M-V functional and the def2-TZVPD basis, OMol25).

Last column: Mulliken charge in e.
Atoms and positions in Å:
C 2.894 -0.978 -1.114  -0.78
C 2.665 0.044 -0.331  0.41
N 3.241 0.846 0.551  -0.41
O 1.043 0.561 0.097  -0.59
C 0.066 -0.272 0.498  0.21
C 0.283 -1.379 1.220  -1.16
C -1.309 0.194 0.013  2.37
C -1.279 0.273 -1.523  -1.64
C -2.441 -0.741 0.444  -2.17
C -1.566 1.596 0.592  -1.66
H 3.803 -1.553 -1.022  0.28
H 2.153 -1.297 -1.829  0.28
H 4.144 1.241 0.323  0.25
H 2.435 1.401 0.947  0.35
H -0.514 -2.023 1.546  0.32
H 1.289 -1.702 1.444  0.33
H -0.474 0.927 -1.853  0.34
H -2.224 0.664 -1.903  0.42
H -1.120 -0.717 -1.952  0.36
H -2.300 -1.745 0.046  0.46
H -3.392 -0.363 0.069  0.43
H -2.509 -0.805 1.530  0.45
H -0.781 2.284 0.283  0.37
H -2.525 1.982 0.240  0.43
H -1.584 1.562 1.682  0.36

## Properties
**Spin multiplicity**: 1
**ΔE to the lowest compared entry with this formula, charge and spin**: 3.253 eV
**LUMO**: 0.86 eV
**E_tot**: -443.72162 Eh
**HOMO**: -8.453 eV
**Kohn-Sham gap**: 9.317 eV

***

(4)
# C20H15Cl2N3OPdS

A structure of composition C20H15Cl2N3OPdS (the ωB97M-V functional and the def2-TZVPD basis, OMol25).

Last column: Mulliken charge in e.
Atoms and positions in Å:
Pd -0.330 0.095 -0.066  0.25
C -0.344 -3.756 -1.824  -1.35
C -0.625 -2.369 -1.357  0.57
N 0.284 -1.531 -0.992  0.22
N 1.610 -1.828 -0.920  -1.00
C 2.234 -0.839 -0.285  0.86
O 1.685 0.225 0.170  -0.96
C 3.700 -0.991 -0.080  0.43
C 4.384 -0.024 0.650  -0.46
C 5.750 -0.144 0.848  -0.59
C 6.437 -1.228 0.320  -0.36
C 5.756 -2.195 -0.408  -0.65
C 4.391 -2.080 -0.607  -0.21
C -1.999 -1.835 -1.230  0.58
C -3.128 -2.529 -1.628  -0.60
C -4.371 -1.920 -1.509  -0.36
C -4.457 -0.637 -1.004  -0.85
C -3.294 -0.001 -0.597  0.07
N -2.108 -0.591 -0.697  0.09
H 0.730 -3.913 -1.848  0.34
H -0.752 -3.914 -2.824  0.35
H -0.795 -4.493 -1.157  0.32
H 3.832 0.812 1.056  0.42
H 6.280 0.609 1.418  0.39
H 7.504 -1.320 0.477  0.38
H 6.292 -3.041 -0.819  0.38
H 3.847 -2.826 -1.169  0.42
H -3.031 -3.525 -2.034  0.37
H -5.263 -2.448 -1.819  0.42
H -5.406 -0.131 -0.903  0.41
H -3.294 0.986 -0.155  0.30
Cl -0.699 2.901 -0.748  -0.15
C -1.516 3.511 0.662  0.61
C -1.951 4.825 0.612  -0.76
C -2.603 5.376 1.702  -0.31
C -2.810 4.599 2.829  -0.69
C -2.368 3.288 2.856  0.32
Cl -2.668 2.373 4.302  -0.22
C -1.699 2.683 1.781  -0.02
S -1.174 1.019 1.911  -0.11
H -1.770 5.405 -0.282  0.40
H -2.944 6.401 1.674  0.36
H -3.315 4.999 3.696  0.40

## Properties
**Spin multiplicity**: 1
**ΔE to the lowest compared entry with this formula, charge and spin**: 0.195 eV
**LUMO**: -0.93 eV
**E_tot**: -2457.12102 Eh
**HOMO**: -7.380 eV
**Kohn-Sham gap**: 6.452 eV

***

(5)
# C4H14N2O

A cluster of 2 separate species, C4H14N2O in total at a distorted geometry (the ωB97M-V functional and the def2-TZVPD basis, OMol25).

Last column: Mulliken charge in e.
Atoms and positions in Å:
C -0.647 -1.755 -0.384  -0.67
C 0.481 -1.129 0.436  -0.83
C 0.674 0.366 0.000  -0.61
C 1.034 2.494 1.100  -0.15
N 0.510 1.311 1.142  -0.01
N -0.001 -2.601 -1.494  -0.38
H -1.342 -2.513 0.024  0.40
H -1.351 -1.025 -0.815  0.41
H 0.157 -1.169 1.466  0.43
H 1.352 -1.680 0.621  0.56
H 1.701 0.591 -0.377  0.36
H 0.012 0.622 -0.835  0.34
H 1.576 2.581 0.174  0.29
H 1.012 3.119 1.967  0.38
H -0.202 0.945 1.842  0.36
H -0.717 -3.029 -2.066  0.37
H 0.576 -3.386 -1.073  0.38
H 0.505 -2.008 -2.214  0.35
H -1.420 3.418 0.506  0.31
H -2.365 2.327 -0.237  0.29
O -1.544 2.520 0.216  -0.56

## Properties
**Spin multiplicity**: 1
**ΔE to the lowest compared entry with this formula, charge and spin**: 1.831 eV
**LUMO**: -8.14 eV
**E_tot**: -344.88265 Eh
**Charge**: +2
**HOMO**: -18.826 eV
**Kohn-Sham gap**: 10.681 eV

***

(6)
# C4H12N2O2S

A cluster of 2 separate species, C4H12N2O2S in total at a distorted geometry (the ωB97M-V functional and the def2-TZVPD basis, OMol25).

Last column: Mulliken charge in e.
Atoms and positions in Å:
C -0.591 -0.890 2.156  -0.85
N 0.593 -0.101 1.770  -0.12
C 0.743 0.710 0.679  0.09
O 1.776 1.325 0.504  -0.64
C -0.515 0.869 -0.215  0.25
N -0.234 2.004 -1.098  -0.62
C -0.738 -0.331 -1.121  -0.76
S -2.373 -0.132 -1.887  -0.27
H -0.337 -1.926 1.958  0.28
H -1.452 -0.657 1.528  0.32
H -0.894 -0.606 3.160  0.34
H 1.283 0.028 2.497  0.27
H -1.348 1.190 0.417  0.40
H -0.973 2.677 -1.219  0.22
H 0.616 2.493 -0.848  0.21
H 0.013 -0.378 -1.923  0.39
H -0.543 -1.315 -0.700  0.36
H -2.221 0.791 -2.819  0.14
O 2.497 -1.774 -1.271  -0.64
H 2.715 -2.663 -0.977  0.29
H 1.983 -1.312 -0.590  0.33

## Properties
**Spin multiplicity**: 1
**ΔE to the lowest compared entry with this formula, charge and spin**: 1.010 eV
**LUMO**: 0.56 eV
**E_tot**: -817.77405 Eh
**HOMO**: -9.091 eV
**Kohn-Sham gap**: 9.655 eV